## 1
{"formula": "C4H7NO3", "method": "ωB97M-V with the def2-TZVPD basis set", "elements": ["O", "C", "N", "C", "O", "C", "C", "O", "H", "H", "H", "H", "H", "H", "H"], "positions_angstrom": [[-1.3173, -2.5078, 2.4263], [-1.0936, -1.7008, 1.5564], [0.0248, -1.9168, 0.6552], [0.4349, -0.8788, -0.1879], [1.2032, -1.2562, -1.0918], [-0.1091, 0.4914, -0.1030], [0.7022, 1.4679, -1.0217], [-0.0521, 2.6105, -1.1043], [-1.6929, -0.7920, 1.3795], [0.3928, -2.9153, 0.4367], [-0.1218, 0.8283, 0.8761], [-1.1258, 0.4859, -0.5037], [1.7226, 1.5744, -0.6130], [0.7759, 1.1705, -2.1521], [0.2563, 3.3386, -0.5527]], "smiles": "O=CNC(=O)CCO", "homo_energy_ev": -10.05, "spin_multiplicity": 1, "orbital_gap_ev": 10.58}



## 2
{"formula": "C4H7NO3", "method": "ωB97M-V with the def2-TZVPD basis set", "elements": ["C", "N", "O", "C", "C", "C", "O", "O", "H", "H", "H", "H", "H", "H", "H"], "positions_angstrom": [[2.2105, -0.8235, -1.7800], [1.3173, -0.1260, -1.1084], [0.1273, -0.9278, -1.0020], [-0.6860, -0.6025, 0.2126], [-0.0927, -1.1714, 1.5051], [-0.9368, 0.9093, 0.6001], [-1.9205, 1.0234, 1.3741], [-0.2214, 1.9977, 0.1160], [2.1868, -1.9026, -2.0876], [3.0814, -0.1296, -2.2748], [-1.6385, -0.9997, -0.0949], [-0.0933, -2.3206, 1.4317], [0.9675, -0.8772, 1.9303], [-0.9718, -1.0683, 2.2470], [0.3940, 1.5630, -0.5259]], "smiles": "C=NO[C@@H](C)C(=O)O", "homo_energy_ev": -10.04, "spin_multiplicity": 1, "orbital_gap_ev": 10.43}



## 3
{"formula": "C4H7NO3", "method": "ωB97M-V with the def2-TZVPD basis set", "elements": ["C", "N", "C", "C", "O", "H", "H", "H", "H", "H", "H", "H", "O", "C", "O"], "positions_angstrom": [[0.3203, -1.8213, -0.5314], [0.1273, -0.6134, 0.2416], [1.3293, 0.0608, 0.6967], [-1.0519, 0.0039, 0.2901], [-1.2592, 1.0497, 0.9804], [0.8800, -2.5521, 0.0558], [0.8794, -1.6032, -1.4452], [-0.6429, -2.2482, -0.8019], [1.9153, 0.4068, -0.1566], [1.9324, -0.6269, 1.2923], [1.0396, 0.9133, 1.3068], [-1.8809, -0.5609, -0.1541], [-0.9457, 1.7010, -1.3587], [-1.2128, 2.4188, -0.4298], [-1.4302, 3.4717, 0.0138]], "smiles": "CN(C)C=O.O=C=O", "homo_energy_ev": -10.16, "spin_multiplicity": 1, "orbital_gap_ev": 10.79}



## 4
{"formula": "C4H7NO3", "method": "ωB97M-V with the def2-TZVPD basis set", "elements": ["C", "C", "O", "C", "O", "C", "N", "O", "H", "H", "H", "H", "H", "H", "H"], "positions_angstrom": [[-1.2878, 0.6373, 1.4457], [-1.1784, -0.1049, 0.1419], [-0.9108, 0.9008, -1.0668], [0.0571, -0.9448, 0.0528], [0.1558, -2.1580, 0.0549], [1.1604, -0.0190, -0.6141], [2.0684, -0.7181, -1.3834], [1.4737, 1.0233, -0.0425], [-0.4855, 1.3754, 1.5450], [-2.2522, 1.1440, 1.5343], [-1.1852, -0.0585, 2.2866], [-2.0697, -0.6559, -0.1577], [-0.4366, 1.7147, -0.8105], [1.8451, -1.6618, -1.6770], [3.0458, -0.4743, -1.3092]], "smiles": "C[C@@H](O)C(=O)C(N)=O", "homo_energy_ev": -9.60, "spin_multiplicity": 1, "orbital_gap_ev": 9.69}



Going by the computed energies, the most stable comes first: 3, 1, 4, 2.



## 1
{"formula": "C4H7NO3", "method": "ωB97M-V with the def2-TZVPD basis set", "elements": ["N", "C", "C", "O", "C", "C", "O", "O", "H", "H", "H", "H", "H", "H", "H"], "positions_angstrom": [[0.8055, -1.3653, -0.4555], [0.2549, -0.0580, -0.8118], [1.5104, 0.7372, -1.3256], [2.5777, 0.6213, -0.8043], [-0.1958, 0.8032, 0.3973], [-1.0428, 0.0074, 1.3471], [-0.7692, -0.5981, 2.3526], [-2.3352, 0.0299, 0.9253], [1.1085, -1.4151, 0.4970], [0.2362, -2.1371, -0.7347], [-0.4659, -0.2378, -1.6046], [1.4410, 1.2992, -2.2805], [-0.8634, 1.5638, -0.0069], [0.6459, 1.1985, 0.9609], [-2.9077, -0.4490, 1.5437]], "smiles": "N[C@H](C=O)CC(=O)O", "homo_energy_ev": -9.30, "spin_multiplicity": 1, "orbital_gap_ev": 9.91}



## 2
{"formula": "C4H7NO3", "method": "ωB97M-V with the def2-TZVPD basis set", "elements": ["C", "C", "N", "O", "O", "H", "H", "H", "H", "H", "C", "C", "O", "H", "H"], "positions_angstrom": [[1.7001, 0.3782, -1.6788], [0.1417, -0.5494, 0.6711], [0.4581, 0.2904, 1.6966], [0.7304, 0.8538, -0.8051], [0.5466, -1.6752, 0.5204], [0.8878, -0.0967, 2.5236], [0.1694, 1.2538, 1.6370], [2.6641, 0.8775, -1.5088], [1.8002, -0.7127, -1.6074], [1.3934, 0.6313, -2.7051], [-2.4078, -0.3736, 0.6701], [-1.2993, -0.0944, -0.0608], [-1.1165, 0.4436, -1.1811], [-2.3026, -0.7917, 1.6606], [-3.3656, -0.4351, 0.1677]], "homo_energy_ev": [-8.87, -9.24], "spin_multiplicity": 1, "orbital_gap_ev": [6.67, 8.67]}



Going by the computed energies, the most stable comes first: 1, 2.



## 1
{"formula": "C4H7NO3", "method": "ωB97M-V with the def2-TZVPD basis set", "elements": ["C", "C", "N", "C", "O", "C", "O", "O", "H", "H", "H", "H", "H", "H", "H"], "positions_angstrom": [[-1.2272, 0.4931, 0.9913], [-0.2848, 1.1182, 0.3046], [0.7270, 0.5390, -0.4757], [0.6035, -0.8349, -0.9117], [-0.5207, -1.0951, -1.6949], [0.6419, -1.7789, 0.3034], [-0.0205, -2.7782, 0.3303], [1.4825, -1.4177, 1.2636], [-1.9028, 1.0525, 1.6110], [-1.3747, -0.5714, 0.9688], [-0.1880, 2.1941, 0.3565], [1.0078, 1.1502, -1.2308], [1.5142, -1.0557, -1.5022], [-0.9763, -1.8657, -1.3176], [1.8304, -0.5254, 1.0972]], "smiles": "C=CN[C@H](O)C(=O)O", "homo_energy_ev": -9.16, "spin_multiplicity": 1, "orbital_gap_ev": 9.76}



## 2
{"formula": "C4H7NO3", "method": "ωB97M-V with the def2-TZVPD basis set", "elements": ["C", "N", "C", "O", "C", "O", "C", "O", "H", "H", "H", "H", "H", "H", "H"], "positions_angstrom": [[-0.2411, 1.9972, -0.0163], [-0.1282, 0.4673, 0.0783], [-1.1598, -0.3513, -0.0876], [-2.3170, -0.0518, -0.2831], [-0.6552, -1.7605, -0.0205], [0.7418, -1.6464, 0.2086], [1.2039, -0.3828, 0.4817], [2.1367, 0.1045, -0.3782], [0.4677, 2.2553, -0.7471], [-1.2281, 2.0018, -0.4002], [-0.2040, 2.3759, 0.9701], [-1.0256, -2.3121, 0.8395], [-0.6888, -2.2886, -0.9395], [1.3471, -0.1779, 1.5014], [1.7507, -0.2305, -1.2069]], "smiles": "CN1C(=O)CO[C@H]1O", "homo_energy_ev": -9.61, "spin_multiplicity": 1, "orbital_gap_ev": 10.30}



Going by the computed energies, the most stable comes first: 1, 2.



## 1
{"formula": "CH7N2O2P", "method": "ωB97M-V with the def2-TZVPD basis set", "elements": ["N", "P", "O", "O", "H", "H", "H", "H", "C", "N", "H", "H", "H"], "positions_angstrom": [[0.8308, -0.8839, 1.1222], [0.9949, 0.0825, -0.2792], [2.5634, 0.0401, -0.6305], [1.1177, 1.3945, 0.7279], [0.4376, -1.7397, 0.7802], [1.6428, -1.0801, 1.5818], [2.6928, 0.0199, -1.5554], [0.7345, 2.3081, 0.5012], [-2.3679, 0.0987, -0.7662], [-1.5050, 0.1065, 0.1443], [-3.2589, -0.5532, -0.8986], [-2.1684, 0.6084, -1.7338], [-1.7143, -0.4017, 1.0059]], "smiles": "NP(O)O.C=N", "homo_energy_ev": -8.25, "spin_multiplicity": 1, "orbital_gap_ev": 9.17}



## 2
{"formula": "CH7N2O2P", "method": "ωB97M-V with the def2-TZVPD basis set", "elements": ["C", "N", "P", "N", "O", "O", "H", "H", "H", "H", "H", "H", "H"], "positions_angstrom": [[0.3602, 0.7306, 1.2598], [0.2078, -0.6310, 0.8780], [-0.1596, -0.5978, -1.1960], [-0.0073, 0.8352, -1.8701], [0.6136, -1.8502, -1.4534], [-1.7266, -0.6806, -1.0070], [0.5512, 0.8594, 2.4565], [1.3155, 1.0360, 0.7811], [-0.4189, 1.3232, 0.7700], [-0.6454, -1.1118, 1.1805], [1.0053, -1.2039, 1.1545], [0.9116, 1.0804, -2.0009], [-2.0074, 0.2105, -0.9529]], "smiles": "C[NH2+][P@@](=N)([O-])O", "homo_energy_ev": -9.40, "spin_multiplicity": 1, "orbital_gap_ev": 9.72}



## 3
{"formula": "CH7N2O2P", "method": "ωB97M-V with the def2-TZVPD basis set", "elements": ["C", "N", "N", "O", "O", "P", "H", "H", "H", "H", "H", "H", "H"], "positions_angstrom": [[0.0224, -0.6242, -1.5861], [-1.3273, 0.6230, 1.6896], [1.2357, 0.7771, 1.7293], [-0.0944, 2.2275, 3.5743], [-0.0050, -0.9893, -0.1858], [-0.1364, 1.3175, 2.4277], [-0.6856, 0.1684, -1.6852], [-0.5145, -1.4752, -2.2831], [1.0408, -0.4770, -1.8971], [-0.7425, -0.4552, 0.1320], [-2.2963, 0.8782, 1.7431], [2.1687, 1.1359, 1.8870], [0.9727, 0.2045, 0.9233]], "homo_energy_ev": -10.34, "spin_multiplicity": 1, "orbital_gap_ev": 10.70}



Going by the computed energies, the most stable comes first: 2, 3, 1.